No. 1
An isolated molecule of C19H14N4O3S2, computed with ωB97M-V/def2-TZVPD.

```
42
C19H14N4O3S2 | the Open Molecules 2025 dataset | ωB97M-V/def2-TZVPD
O -0.6092 2.7314 3.0502
C -0.3368 2.5312 1.8864
C -1.0343 3.0052 0.7295
C -0.6294 2.6829 -0.5621
N 0.4701 1.9229 -0.7928
C 1.1059 1.4842 0.2405
N 0.7778 1.7296 1.5355
C 1.5003 1.0859 2.6147
C 1.2701 -0.4046 2.6372
N 2.3038 -1.1427 3.0135
C 2.1624 -2.4549 3.0547
C 0.9877 -3.1067 2.7117
C -0.0964 -2.3351 2.3229
C 0.0421 -0.9581 2.2870
H -0.7855 -0.3273 1.9986
H -1.0364 -2.7958 2.0562
H 0.9212 -4.1825 2.7517
H 3.0384 -3.0045 3.3730
H 2.5726 1.2822 2.5330
H 1.1227 1.5329 3.5419
S 2.5111 0.4736 -0.0429
C 2.2510 0.1014 -1.8146
C 0.9296 -0.5655 -2.0111
C 0.6015 -1.6942 -1.2632
C -0.6390 -2.2824 -1.3922
C -1.5593 -1.7365 -2.2796
C -1.2421 -0.6199 -3.0440
C 0.0021 -0.0397 -2.9053
H 0.2566 0.8361 -3.4804
H -1.9790 -0.2202 -3.7236
N -2.8646 -2.3329 -2.4020
O -3.6238 -1.8635 -3.2227
O -3.1263 -3.2669 -1.6736
H -0.9112 -3.1538 -0.8170
H 1.3201 -2.0978 -0.5648
H 2.3204 1.0334 -2.3712
H 3.0810 -0.5576 -2.0726
C -1.4864 3.2323 -1.5471
C -2.4985 3.9424 -0.9884
S -2.4598 3.9782 0.7326
H -3.2875 4.4609 -1.4972
H -1.3430 3.0961 -2.6021
```

Output
orbital gap = 8.009 eV
LUMO level = -0.59 eV
HOMO level = -8.5997 eV
E = -53701.9504 eV



No. 2
C19H15AgBN4O2S as an isolated structure, computed with ωB97M-V/def2-TZVPD.

```
43
C19H15AgBN4O2S | the Open Molecules 2025 dataset | ωB97M-V/def2-TZVPD
Ag 1.2431 -1.0109 -2.0801
N 4.2551 -2.0384 1.1464
C 3.1853 -2.0794 0.2830
S 3.5083 -2.3342 -1.3783
N 2.0304 -1.9118 0.9433
N 0.9658 -1.9337 0.1297
C -0.2079 -1.8746 0.6439
C -0.4615 -1.6985 2.1053
C -1.0603 -0.5356 2.5768
C -1.2853 -0.3509 3.9367
C -0.9165 -1.3365 4.8417
C -0.3220 -2.5046 4.3770
C -0.0949 -2.6819 3.0203
C -1.3593 -1.9544 -0.3010
C -2.6692 -2.0070 0.1783
C -3.7174 -2.1061 -0.7193
C -3.4445 -2.1476 -2.0764
C -2.1138 -2.0870 -2.4633
N -1.1016 -1.9992 -1.6105
H 5.1386 -1.8314 0.7124
H 4.0555 -1.6053 2.0341
H -1.3407 0.2374 1.8686
H -1.7422 0.5665 4.2868
H -1.0852 -1.1945 5.9024
H -0.0259 -3.2778 5.0755
H 0.3924 -3.5777 2.6574
H -2.8545 -1.9723 1.2443
H -4.7383 -2.1487 -0.3581
H -4.2295 -2.2138 -2.8177
H -1.8405 -2.1017 -3.5135
O 0.9956 1.9569 -1.2598
B 1.1040 1.1141 -2.4312
O 1.1026 2.0122 -3.5490
C 1.0027 3.2841 -3.0659
C 0.9586 4.4673 -3.7644
C 0.8435 5.6480 -3.0180
C 0.7786 5.6133 -1.6301
C 0.8264 4.3971 -0.9355
C 0.9384 3.2491 -1.6842
H 1.0129 4.4774 -4.8456
H 0.8037 6.6007 -3.5315
H 0.6886 6.5393 -1.0757
H 0.7810 4.3523 0.1453
```

Output
orbital gap = 6.648 eV
LUMO level = 2.85 eV
HOMO level = -3.7985 eV
E = -45515.9900 eV
charge = -1